Entry A
Formula: C6H8F2
Source: OMol25
Level of theory: wB97M-V/def2-TZVPD

Values from the calculation:
HOMO-LUMO gap ... 0.3724 Eh
HOMO level ... -9.20 eV
SMILES string ... C[C@H](F)/C=C\C=C/F
Charge ... 0
Spin multiplicity ... 1

Element x y z (Å)
C: 1.92586 -1.26990 0.88822
C: 0.92284 -0.50349 0.02066
C: -0.47216 -0.67511 0.52990
C: -1.55646 0.12462 0.41175
C: -1.62376 1.41197 -0.30248
C: -1.10733 1.60392 -1.49631
H: 2.91538 -1.05126 0.53936
H: 1.82988 -0.99320 1.95001
H: 1.78126 -2.35787 0.84559
H: 0.95841 -0.77665 -1.07924
H: -0.64211 -1.58195 1.06120
H: -2.47218 -0.22266 0.87883
H: -2.13536 2.28050 0.13160
H: -1.17426 2.56358 -2.07184
F: 1.37324 0.80900 -0.01439
F: -0.52327 0.63849 -2.29286

Entry B
Formula: C6H8F2
Source: OMol25
Level of theory: wB97M-V/def2-TZVPD

Values from the calculation:
HOMO-LUMO gap ... 0.3279 Eh
HOMO level ... -8.41 eV
SMILES string ... C/C=C(/C=C/F)CF
Charge ... 0
Spin multiplicity ... 1

Element x y z (Å)
C: 2.29952 -1.74974 -0.19387
C: 0.91648 -1.28285 0.16845
C: 0.39826 0.02204 0.19518
C: 1.25290 1.27766 0.35679
C: -1.02872 0.30172 0.30910
C: -1.84535 -0.68135 -0.14952
H: 2.96446 -1.01587 -0.88079
H: 2.20260 -2.83636 -0.68874
H: 2.93033 -1.78991 0.81410
H: 0.28805 -2.23006 0.22684
H: 1.20177 1.59589 1.36813
H: 2.30126 1.16823 -0.05053
H: -1.34655 1.43818 0.50504
H: -1.49117 -1.66641 -0.56361
F: 0.81986 2.31109 -0.45987
F: -3.15423 -0.30982 -0.07871

Most stable of them? entry A.

Entry A
Formula: C3H9NOS
Source: OMol25
Level of theory: wB97M-V/def2-TZVPD

Values from the calculation:
HOMO-LUMO gap (spin up / spin down) ... 0.1888 / 0.1667 Eh
HOMO level (spin up / spin down) ... -13.81 / -13.75 eV
Charge ... +1
Spin multiplicity ... 2

Element x y z (Å)
C: -1.72885 -0.35899 -0.07966
O: -2.63793 -0.30078 -1.15301
C: -0.22273 -0.22746 -0.49218
C: 0.64586 -0.79942 0.62196
S: 2.00644 0.27087 1.08293
N: 0.00121 1.14996 -0.87676
H: -1.71967 0.64298 0.55543
H: -1.94621 -1.15856 0.58733
H: -3.54696 -0.02895 -0.81858
H: -0.25558 -0.85044 -1.45124
H: 0.92706 -1.88607 0.45196
H: -0.05005 -0.69455 1.60518
H: 2.54980 -0.35650 -0.98548
H: 0.04078 1.24156 -1.86762
H: 0.82714 1.42833 -0.34323

Entry B
Formula: C3H9NOS
Source: OMol25
Level of theory: wB97M-V/def2-TZVPD

Values from the calculation:
HOMO-LUMO gap (spin up / spin down) ... 0.3518 / 0.1695 Eh
HOMO level (spin up / spin down) ... -13.75 / -13.54 eV
Charge ... +1
Spin multiplicity ... 2

Element x y z (Å)
C: -0.12398 0.60638 -1.04239
O: -0.49275 -0.58956 -1.62787
C: 0.61937 0.27086 0.24516
C: -0.37501 -0.37005 1.37326
S: -2.26811 0.24338 1.44402
N: 1.69053 -0.65465 -0.14729
H: -0.68254 1.65512 -0.95559
H: 0.57005 1.05295 -1.72549
H: -1.24095 -0.55962 -2.26436
H: 1.20912 1.13765 0.60592
H: -0.54980 -1.34456 0.89526
H: 0.02543 -0.36011 2.40359
H: -2.17529 1.43315 0.69325
H: 1.29209 -1.62730 -0.44955
H: 2.50183 -0.89364 0.55209

Most stable of them? entry B.

Entry A
Formula: C6H10O4
Source: OMol25
Level of theory: wB97M-V/def2-TZVPD

Values from the calculation:
HOMO-LUMO gap ... 0.2937 Eh
HOMO level ... -8.26 eV
Charge ... 0
Spin multiplicity ... 1

Element x y z (Å)
C: 1.18818 -0.32669 0.77291
C: -1.37068 -0.56026 1.60333
C: 0.46971 -0.18406 -1.22966
C: -1.82587 -0.07336 0.37277
C: 0.77734 0.71548 -2.40477
C: -0.15004 0.52991 0.00611
O: 1.64727 -0.63550 -0.54540
O: 1.90791 0.59280 1.45938
O: -1.27533 -1.86724 1.83002
O: -0.07687 1.75787 0.24139
H: 1.64040 1.45907 1.05239
H: -0.79731 -2.04528 2.65193
H: 1.09575 -1.24112 1.36417
H: -1.06310 0.11954 2.38983
H: -0.13571 -1.04263 -1.54195
H: -2.15718 -0.82946 -0.33090
H: -2.43586 0.82165 0.38847
H: -0.14635 1.05639 -2.87351
H: 1.34011 1.58538 -2.06856
H: 1.36763 0.16752 -3.13795

Entry B
Formula: C6H10O4
Source: OMol25
Level of theory: wB97M-V/def2-TZVPD

Values from the calculation:
HOMO-LUMO gap ... 0.3812 Eh
HOMO level ... -9.85 eV
SMILES string ... C[C@H]1OO[C@@H](CO)[C@@H]2O[C@@H]21
Charge ... 0
Spin multiplicity ... 1

Element x y z (Å)
C: -1.45941 1.64819 -1.75796
C: -0.74962 0.32304 -1.45902
C: 1.08436 -1.15910 0.36024
C: 1.85521 -0.18507 1.37677
C: -0.47730 -1.07503 0.71862
C: -1.33734 -0.30236 -0.25211
H: -0.96834 2.23594 -2.57959
H: -2.52544 1.38092 -1.93860
H: -1.48887 2.10050 -0.80287
H: -0.85230 -0.35954 -2.23791
H: 1.42494 -2.22902 0.46985
H: 2.87664 0.19161 0.84869
H: 1.32898 0.76544 1.48784
H: 1.81157 0.28785 3.35920
H: -0.66575 -1.05652 1.77355
H: -2.23529 0.09675 0.13425
O: 0.72023 0.52606 -1.28299
O: 1.25595 -0.79516 -0.95043
O: 1.85396 -0.64843 2.74888
O: -1.45217 -1.74608 -0.01642

Most stable of them? entry A.

Entry A
Formula: C5H10NO3
Source: OMol25
Level of theory: wB97M-V/def2-TZVPD

Values from the calculation:
HOMO-LUMO gap ... 0.3078 Eh
HOMO level ... -4.61 eV
Charge ... -1
Spin multiplicity ... 1

Element x y z (Å)
C: 0.70701 0.19430 -2.90911
C: -0.73005 0.33278 -2.34582
O: -1.06568 -0.52172 -1.48032
O: -1.39245 1.28497 -2.77298
H: 0.70759 0.69495 -3.88226
H: 1.03881 -0.83846 -3.02431
H: 1.35051 0.70165 -2.18911
C: -0.04853 0.37438 2.33591
C: -0.90345 0.90205 1.18035
C: 0.66053 -0.93853 2.06139
O: 1.33821 -1.46425 2.94760
N: 0.58777 -1.49527 0.83285
H: 0.73887 1.07264 2.59482
H: -0.62703 0.29347 3.25248
H: -0.35847 1.62108 0.57493
H: -1.84466 1.36373 1.47404
H: 1.02546 -2.41264 0.76335
H: 0.03064 -1.23460 0.01566
H: -1.21509 0.06946 0.57051

Entry B
Formula: C5H10NO3
Source: OMol25
Level of theory: wB97M-V/def2-TZVPD

Values from the calculation:
HOMO-LUMO gap ... 0.3067 Eh
HOMO level ... -4.58 eV
Charge ... -1
Spin multiplicity ... 1

Element x y z (Å)
O: -5.61193 1.40317 3.29324
C: -4.44894 1.01060 3.29762
N: -3.96670 0.19985 2.31522
C: -3.45117 1.38039 4.37467
C: -4.81566 -0.23132 1.22182
H: -2.99130 -0.10611 2.35425
H: -2.58996 1.92092 3.94717
H: -3.94602 2.03432 5.11232
H: -3.07943 0.48156 4.89479
H: -4.23044 -0.87608 0.54476
H: -5.19007 0.63312 0.64811
H: -5.67953 -0.80623 1.59573
O: -1.36286 -1.81756 0.58245
O: -0.82894 -0.73546 2.51144
C: -0.58552 -1.46503 1.51144
C: 0.87918 -1.96814 1.38824
H: 1.45859 -1.22711 0.81225
H: 1.34541 -2.08464 2.38105
H: 0.92505 -2.93653 0.86221

Most stable of them? entry B.